[1]
{"formula": "C5H7NO", "method": "the ωB97M-V functional and the def2-TZVPD basis", "elements": ["C", "C", "C", "C", "C", "O", "N", "H", "H", "H", "H", "H", "H", "H"], "positions_angstrom": [[-0.04, 1.19, -0.38], [1.14, -0.79, 0.34], [-1.30, -0.32, 0.01], [0.31, 2.43, -0.12], [-1.73, -1.55, -0.26], [2.36, -0.30, -0.02], [0.12, 0.03, 0.31], [3.01, -1.01, -0.01], [1.00, -1.86, 0.39], [-2.03, 0.42, 0.36], [0.83, 2.72, 0.79], [0.14, 3.22, -0.84], [-2.76, -1.81, -0.11], [-1.06, -2.37, -0.48]], "mulliken_charge": [-0.0994, 0.0021, 0.1129, -0.7772, -0.8674, -0.4390, 0.2164, 0.3483, 0.2754, 0.2730, 0.2522, 0.2370, 0.2375, 0.2283], "e_tot_ha": -324.5108, "total_charge": 0, "e_lumo_ev": 0.5154, "relative_energy_kcal_mol": 134.1, "homo_lumo_gap_ev": 7.492}


[2]
{"formula": "C5H7NO", "method": "the ωB97M-V functional and the def2-TZVPD basis", "elements": ["C", "C", "C", "C", "C", "N", "O", "H", "H", "H", "H", "H", "H", "H"], "positions_angstrom": [[0.12, -0.27, 0.31], [1.53, -0.67, 0.17], [-0.53, 0.87, -0.01], [3.62, 0.53, -0.05], [-2.66, -0.10, -0.15], [2.52, 0.09, -0.05], [-1.82, 1.06, 0.02], [-0.59, -1.03, 0.72], [1.96, -1.76, 0.27], [4.47, 0.63, -0.70], [-0.05, 1.86, -0.17], [-2.36, -0.77, -1.00], [-3.70, 0.33, -0.06], [-2.50, -0.75, 0.68]], "mulliken_charge": [-0.2566, -0.3209, 0.0332, -0.2341, -0.8576, 0.0356, -0.3550, 0.1378, 0.2678, 0.2297, 0.3273, 0.3729, 0.2507, 0.3692], "e_tot_ha": -324.5423, "total_charge": 0, "e_lumo_ev": 0.8354, "relative_energy_kcal_mol": 114.3, "homo_lumo_gap_ev": 7.610}


[3]
{"formula": "C5H7NO", "method": "the ωB97M-V functional and the def2-TZVPD basis", "elements": ["C", "C", "C", "C", "C", "N", "O", "H", "H", "H", "H", "H", "H", "H"], "positions_angstrom": [[-0.07, -1.77, -1.56], [0.44, -1.24, -0.24], [-0.10, 0.09, 0.27], [-1.14, 0.94, -0.42], [0.93, 0.72, 1.28], [-0.47, -1.78, -2.62], [-0.50, -1.18, 0.79], [1.35, -1.67, -0.07], [-1.37, 1.88, 0.02], [-2.04, 0.35, -0.43], [-0.77, 1.08, -1.51], [0.42, 1.24, 2.03], [1.68, 1.37, 0.73], [1.63, -0.02, 1.74]], "mulliken_charge": [-0.1113, -0.1942, 1.2496, -1.2603, -1.2970, -0.4097, -0.4798, 0.5060, 0.3783, 0.3634, 0.2486, 0.3638, 0.2985, 0.3440], "e_tot_ha": -324.6361, "total_charge": 0, "e_lumo_ev": 0.7646, "relative_energy_kcal_mol": 55.4, "homo_lumo_gap_ev": 11.478, "smiles": "CC1(C)O[C@H]1C#N"}


[4]
{"formula": "C5H7NO", "method": "the ωB97M-V functional and the def2-TZVPD basis", "elements": ["C", "C", "C", "C", "N", "C", "O", "H", "H", "H", "H", "H", "H", "H"], "positions_angstrom": [[-1.87, 0.26, 0.00], [-0.39, 0.16, -0.35], [0.61, 1.02, 0.40], [1.76, 0.35, 0.47], [1.66, -0.98, -0.07], [0.24, -1.21, -0.20], [-0.28, -2.29, -0.24], [-2.19, 1.31, 0.06], [-2.06, -0.22, 0.96], [-2.47, -0.24, -0.76], [-0.21, 0.32, -1.43], [0.40, 2.00, 0.79], [2.69, 0.66, 0.93], [2.04, -1.03, -1.02]], "mulliken_charge": [-1.3458, 0.8450, -0.5299, -0.4166, -0.3954, 0.0858, -0.5269, 0.3717, 0.3155, 0.3204, 0.1788, 0.3971, 0.4122, 0.2880], "e_tot_ha": -324.6915, "total_charge": 0, "e_lumo_ev": 0.7503, "relative_energy_kcal_mol": 20.7, "homo_lumo_gap_ev": 9.892, "smiles": "C[C@H]1C=CNC1=O"}